{
  "formula": "C39H94F6N8O5P",
  "method": "wB97M-V/def2-TZVPD",
  "charge": 7,
  "orbital_gap_ev": 8.83,
  "e_homo_ev": -23.1693,
  "spin_multiplicity": 1,
  "e_above_lowest_kj_mol": 0.0,
  "lumo_ev": -14.34,
  "species": ["C", "C", "O", "N", "H", "H", "C", "H", "H", "H", "H", "H", "H", "C", "C", "O", "N", "H", "H", "C", "H", "H", "H", "H", "H", "H", "C", "C", "O", "N", "H", "H", "C", "H", "H", "H", "H", "H", "H", "C", "C", "O", "N", "H", "H", "C", "H", "H", "H", "H", "H", "H", "C", "C", "O", "N", "H", "H", "C", "H", "H", "H", "H", "H", "H", "C", "C", "C", "N", "C", "C", "C", "C", "C", "H", "H", "H", "H", "H", "H", "H", "H", "H", "H", "H", "H", "H", "H", "H", "H", "H", "H", "C", "C", "C", "N", "C", "C", "C", "C", "C", "H", "H", "H", "H", "H", "H", "H", "H", "H", "H", "H", "H", "H", "H", "H", "H", "H", "H", "C", "C", "C", "N", "C", "C", "C", "C", "C", "H", "H", "H", "H", "H", "H", "H", "H", "H", "H", "H", "H", "H", "H", "H", "H", "H", "H", "P", "F", "F", "F", "F", "F", "F"],
  "xyz": [[2.01, -0.91, 4.09], [0.63, -0.49, 4.50], [0.19, 0.64, 4.37], [-0.13, -1.37, 5.53], [0.43, -2.15, 5.84], [-0.28, -0.78, 6.33], [-1.38, -1.95, 4.87], [2.74, -0.58, 4.82], [2.28, -0.49, 3.12], [2.14, -1.99, 3.99], [-1.94, -2.35, 5.72], [-1.02, -2.57, 4.04], [-1.96, -1.20, 4.33], [-4.34, -1.70, -2.11], [-5.06, -2.48, -3.15], [-4.47, -2.85, -4.17], [-6.59, -2.48, -3.03], [-6.93, -3.32, -2.59], [-6.94, -1.79, -2.38], [-7.27, -2.17, -4.42], [-3.26, -1.79, -1.98], [-4.72, -1.84, -1.10], [-4.51, -0.67, -2.42], [-7.53, -3.11, -4.92], [-6.67, -1.45, -4.96], [-8.22, -1.69, -4.15], [-0.05, -4.98, 1.76], [0.31, -5.83, 2.99], [-0.51, -6.11, 3.83], [1.76, -6.31, 3.15], [2.31, -5.47, 3.03], [1.80, -6.47, 4.14], [2.18, -7.47, 2.23], [0.42, -4.04, 2.03], [-1.13, -4.86, 1.73], [0.33, -5.44, 0.85], [3.22, -7.65, 2.52], [2.21, -7.23, 1.17], [1.54, -8.33, 2.44], [3.80, -0.60, -1.12], [4.93, 0.44, -0.88], [5.35, 0.77, 0.30], [5.36, 1.22, -2.15], [4.95, 0.96, -3.03], [5.14, 2.21, -2.09], [6.86, 1.05, -2.34], [3.65, -1.15, -0.20], [4.12, -1.33, -1.87], [2.82, -0.24, -1.45], [7.14, 0.33, -3.11], [7.43, 0.91, -1.42], [7.09, 2.06, -2.71], [-3.60, 0.33, 2.06], [-4.46, 1.35, 2.76], [-4.11, 1.92, 3.77], [-5.83, 1.59, 2.06], [-5.97, 2.56, 1.84], [-5.90, 1.11, 1.17], [-7.00, 1.03, 2.94], [-3.78, -0.64, 2.53], [-2.60, 0.68, 2.34], [-3.69, 0.47, 0.99], [-7.75, 0.62, 2.27], [-7.39, 1.83, 3.57], [-6.71, 0.18, 3.57], [3.86, 6.34, 6.63], [3.96, 6.44, 5.06], [2.75, 5.81, 4.36], [3.04, 4.90, 3.09], [3.52, 5.85, 1.99], [4.04, 3.75, 3.37], [3.46, 2.59, 2.56], [1.92, 2.77, 2.85], [1.70, 4.24, 2.66], [3.93, 5.32, 7.02], [2.93, 6.76, 7.02], [4.69, 6.95, 6.96], [4.86, 5.84, 4.92], [4.13, 7.45, 4.70], [1.92, 6.45, 4.08], [2.46, 5.05, 5.09], [4.40, 6.38, 2.36], [2.59, 6.43, 1.94], [3.66, 5.16, 1.16], [5.05, 4.17, 3.35], [3.91, 3.58, 4.44], [3.74, 2.83, 1.54], [3.97, 1.69, 2.90], [1.32, 2.12, 2.20], [1.76, 2.48, 3.89], [1.39, 4.50, 1.65], [0.86, 4.58, 3.26], [-4.74, 3.01, -1.31], [-3.50, 3.72, -1.93], [-2.15, 3.01, -1.48], [-0.85, 3.36, -2.26], [-0.50, 4.86, -2.19], [-0.98, 2.99, -3.78], [0.46, 2.49, -4.15], [0.98, 1.84, -2.87], [0.30, 2.49, -1.74], [-4.78, 1.93, -1.48], [-5.65, 3.49, -1.68], [-4.66, 3.18, -0.24], [-3.55, 4.72, -1.49], [-3.52, 3.64, -3.01], [-2.11, 1.95, -1.75], [-1.93, 3.14, -0.42], [-0.44, 5.10, -1.13], [-1.18, 5.49, -2.77], [0.53, 5.07, -2.50], [-1.40, 3.75, -4.44], [-1.64, 2.14, -3.93], [1.02, 3.39, -4.38], [0.43, 1.83, -5.02], [2.07, 1.81, -2.75], [0.78, 0.77, -2.86], [0.83, 3.24, -1.15], [-0.07, 1.72, -1.07], [-1.70, -0.90, -4.49], [-0.47, -1.85, -4.48], [-0.67, -3.43, -4.23], [0.56, -4.26, -3.91], [1.47, -4.30, -5.21], [0.16, -5.69, -3.48], [1.25, -6.13, -2.49], [2.18, -4.97, -2.25], [1.36, -3.78, -2.67], [-1.48, 0.01, -5.05], [-1.93, -0.69, -3.45], [-2.54, -1.42, -4.94], [0.24, -1.37, -3.80], [-0.09, -1.65, -5.49], [-1.08, -3.90, -5.12], [-1.30, -3.59, -3.36], [1.88, -3.30, -5.33], [0.86, -4.53, -6.08], [2.25, -5.03, -5.00], [0.02, -6.34, -4.34], [-0.77, -5.64, -2.92], [1.73, -7.06, -2.80], [0.73, -6.25, -1.53], [3.08, -4.91, -2.86], [2.68, -5.04, -1.28], [1.90, -2.90, -3.02], [0.61, -3.50, -1.94], [-0.24, -1.17, 0.38], [-1.34, -1.46, 1.50], [-0.76, -2.58, -0.26], [-1.44, -0.45, -0.52], [0.73, -0.81, -0.93], [0.05, 0.29, 1.00], [1.01, -1.91, 1.23]],
  "mulliken_charge": [-0.615, 0.401, -0.433, -0.056, 0.395, 0.442, -0.543, 0.474, -0.061, 0.283, 0.456, 0.141, 0.183, -0.336, 0.268, -0.423, -0.125, 0.378, 0.393, -0.718, -0.351, 0.577, 0.249, 0.341, 0.322, 0.395, 0.305, 0.155, -0.393, -0.098, 0.385, 0.400, -0.704, -0.230, 0.333, -0.143, 0.404, 0.240, 0.360, -0.741, 0.332, -0.469, -0.069, 0.355, 0.418, -0.824, 0.319, 0.541, -0.017, 0.340, 0.343, 0.420, 0.029, 0.084, -0.440, -0.025, 0.402, 0.307, -0.747, 0.351, -0.077, 0.066, 0.382, 0.371, 0.310, -1.432, -0.496, -0.686, 0.188, -0.888, -1.078, -0.257, 1.223, -0.643, 0.401, 0.365, 0.426, 0.251, 0.504, 0.518, 0.404, 0.349, 0.413, 0.320, 0.421, 0.437, -0.021, 0.532, -0.666, 0.117, 0.129, 0.240, -0.854, -0.491, -0.656, 0.512, -1.055, -0.903, -1.009, 1.528, -0.235, 0.036, 0.471, 0.144, 0.357, 0.354, 0.120, 0.651, 0.433, 0.340, 0.411, 0.506, 0.421, 0.400, 0.531, -0.268, -0.953, 0.235, -0.055, -0.815, 0.040, -0.847, 0.259, -0.854, -0.726, -0.199, -0.917, -0.103, 0.454, -0.275, 0.538, -0.292, 0.495, 0.470, 0.248, 0.367, 0.330, 0.441, 0.381, 0.345, 0.404, 0.050, 0.464, 0.387, 0.401, -0.159, 2.103, -0.385, -0.426, -0.576, -0.509, -0.598, -0.549]
}